Record 1
The ion C35H28Cl3NP with charge +1. Source: the Open Molecules 2025 dataset; level of theory: ωB97M-V with the def2-TZVPD basis set.

max |F|: 1.95 eV Å⁻¹
energy above the lowest of the compared OMol25 structures with the same formula, charge and spin: 0.00 kcal per mole
charge: +1
electronic energy: -85090.4909 eV
orbital gap: 7.758 eV
highest occupied orbital energy: -10.47 eV

Each line ends with the Mulliken charge.
Atoms and positions in Å:
Cl -4.754 -2.488 4.206  -0.17
C -3.429 -1.911 3.283  0.23
C -3.659 -1.175 2.114  -0.92
C -2.578 -0.642 1.404  -0.23
C -1.257 -0.876 1.833  -0.20
P 0.124 0.008 1.037  3.31
C 0.021 1.670 1.804  -0.31
C 0.939 2.639 1.390  -0.13
C 1.027 3.883 2.002  -0.99
C 0.293 4.121 3.170  0.19
Cl 0.556 5.567 4.049  -0.18
C -0.612 3.162 3.635  -0.89
C -0.782 1.964 2.929  -0.48
C 1.644 -0.686 1.832  -0.02
C 2.146 -1.958 1.502  0.15
C 3.164 -2.572 2.220  -1.14
C 3.692 -1.936 3.346  0.34
Cl 4.889 -2.723 4.283  -0.17
C 3.224 -0.667 3.708  -0.98
C 2.236 -0.043 2.946  -0.30
C -1.043 -1.670 2.976  -0.24
C -2.121 -2.161 3.716  -0.95
H -4.680 -1.001 1.785  0.44
H -2.776 -0.026 0.526  0.45
H 1.624 2.411 0.579  0.40
H 1.695 4.644 1.613  0.49
H -1.164 3.348 4.553  0.45
H -1.519 1.242 3.276  0.33
H 1.735 -2.501 0.662  0.08
H 3.530 -3.553 1.928  0.47
H 3.626 -0.183 4.595  0.45
H 1.898 0.952 3.238  0.30
H -0.028 -1.891 3.303  0.35
H -1.950 -2.722 4.632  0.45
C -2.883 1.099 -2.363  -1.85
C -1.615 1.797 -2.068  0.45
N -1.388 3.076 -2.520  0.13
C -2.342 3.877 -3.261  -0.95
C -0.045 3.409 -2.337  -0.28
C 0.573 2.271 -1.736  1.04
C 1.959 2.271 -1.567  0.43
C 2.666 3.454 -1.842  -0.91
C 2.025 4.584 -2.386  -0.84
C 0.647 4.565 -2.675  -1.04
C -0.450 1.304 -1.482  -0.52
C -0.264 -0.028 -0.789  0.67
C 0.649 -0.983 -1.598  0.12
C 1.305 -0.589 -2.761  -0.67
C 2.251 -1.430 -3.369  -0.86
C 2.488 -2.696 -2.838  -0.70
C 1.705 -3.168 -1.783  -0.36
C 0.722 -2.330 -1.225  -0.66
H -2.760 0.017 -2.230  0.36
H -3.692 1.430 -1.696  0.32
H -3.198 1.264 -3.404  0.55
H -1.869 4.844 -3.445  0.35
H -2.613 3.407 -4.222  0.32
H -3.269 4.021 -2.689  0.30
H 2.452 1.369 -1.199  0.59
H 3.733 3.495 -1.616  0.42
H 2.603 5.487 -2.570  0.42
H 0.117 5.425 -3.090  0.31
H -1.256 -0.503 -0.819  0.84
H 1.080 0.369 -3.221  0.59
H 2.788 -1.064 -4.252  0.44
H 3.258 -3.338 -3.274  0.39
H 1.844 -4.177 -1.386  0.46
H 0.020 -2.726 -0.482  0.55

Record 2
A structure of composition C4H6O2S2. Source: the Open Molecules 2025 dataset; level of theory: ωB97M-V with the def2-TZVPD basis set.

max |F|: 3.51 eV Å⁻¹
energy above the lowest of the compared OMol25 structures with the same formula, charge and spin: 130.05 kcal per mole
electronic energy: -30005.7419 eV
orbital gap (alpha / beta): 7.667 / 7.370 eV
highest occupied orbital energy (alpha / beta): -9.10 / -8.72 eV

Each line ends with the Mulliken charge.
Atoms and positions in Å:
C -0.521 -1.018 0.943  -0.49
C -0.757 0.128 0.151  0.46
C 1.598 1.020 -0.212  -1.08
C 0.160 1.319 0.079  -0.34
O -0.838 -3.567 0.771  -0.48
O -2.182 -1.417 -1.612  -0.44
S -0.614 -2.423 1.674  0.16
S -0.786 -0.972 -1.432  0.37
H -1.867 0.394 0.065  0.39
H 1.780 0.387 -1.164  0.26
H 1.913 0.373 0.603  0.32
H 2.266 1.872 -0.085  0.35
H -0.372 1.998 -0.754  0.20
H 0.219 1.903 0.974  0.32

Record 3
A structure of composition C8H6N2O5Tl. Source: the Open Molecules 2025 dataset; level of theory: ωB97M-V with the def2-TZVPD basis set.

max |F|: 5.28 eV Å⁻¹
charge: +3
electronic energy: -26266.9836 eV
orbital gap (alpha / beta): 6.794 / 4.728 eV
highest occupied orbital energy (alpha / beta): -21.27 / -20.71 eV

Each line ends with the Mulliken charge.
Atoms and positions in Å:
O 0.000 0.000 -7.050  -0.08
C 0.000 0.000 -5.912  0.10
Tl 0.000 0.000 -1.931  1.13
O 2.325 -2.966 -2.309  -0.03
C 1.622 -2.069 -2.424  0.19
C -1.623 2.071 -2.424  0.19
O -2.323 2.964 -2.310  -0.02
C -2.069 -1.621 -2.426  0.20
O -2.963 -2.321 -2.303  -0.03
C 2.070 1.622 -2.425  0.20
O 2.962 2.321 -2.302  -0.03
C 0.543 1.187 3.520  -0.53
N 0.002 -0.001 2.844  0.08
C -0.544 -1.185 3.520  -0.53
C -0.001 0.000 1.563  0.53
N 0.000 0.000 0.382  -0.37
H 0.442 0.966 4.586  0.25
H 0.010 2.104 3.204  0.38
H 1.585 1.387 3.203  0.38
H -1.586 -1.390 3.203  0.38
H -0.011 -2.102 3.204  0.38
H -0.442 -0.967 4.586  0.25

Record 4
The molecule C4H9N3O. Source: the Open Molecules 2025 dataset; level of theory: ωB97M-V with the def2-TZVPD basis set.

max |F|: 2.76 eV Å⁻¹
energy above the lowest of the compared OMol25 structures with the same formula, charge and spin: 94.67 kcal per mole
electronic energy: -10808.3566 eV
orbital gap: 9.168 eV
highest occupied orbital energy: -8.15 eV

Each line ends with the Mulliken charge.
Atoms and positions in Å:
C 2.082 -0.385 -0.107  -0.69
N 1.123 0.618 -0.554  -0.18
C -0.247 0.357 -0.572  0.51
N -1.160 0.942 -1.265  -0.49
O -0.549 2.109 -1.802  -0.46
N -0.576 -0.842 0.058  -0.24
C -0.553 -0.854 1.477  -0.64
C -1.866 -0.838 0.734  -0.45
H 1.698 -0.832 0.879  0.19
H 3.040 0.150 0.130  0.31
H 2.270 -1.075 -0.931  0.27
H 1.402 1.513 -1.074  0.28
H -1.337 2.641 -2.040  0.34
H -0.176 -1.867 1.732  0.37
H -0.384 0.016 2.087  0.32
H -2.411 0.121 0.552  0.31
H -2.358 -1.774 0.698  0.25

Record 5
A structure of composition C4H9NO2. Source: the Open Molecules 2025 dataset; level of theory: ωB97M-V with the def2-TZVPD basis set.

max |F|: 1.96 eV Å⁻¹
energy above the lowest of the compared OMol25 structures with the same formula, charge and spin: 43.19 kcal per mole
electronic energy: -9878.1876 eV
orbital gap: 10.974 eV
highest occupied orbital energy: -10.14 eV

Each line ends with the Mulliken charge.
Atoms and positions in Å:
C -0.287 -0.163 -0.323  1.14
C 0.705 -0.331 0.781  -0.71
C -0.334 -1.268 -1.330  -1.25
C 1.852 0.573 0.162  0.54
N -1.000 0.897 -0.293  -0.78
O 1.595 1.875 0.212  -0.50
O 2.888 0.119 -0.225  -0.55
H 0.633 2.015 0.358  0.36
H -2.273 0.728 1.609  -0.27
H -1.648 1.001 -1.070  0.18
H -0.656 -2.193 -0.855  0.30
H 1.073 -1.349 0.878  0.30
H 0.388 0.120 1.719  0.27
H -2.591 0.448 2.267  0.26
H 0.669 -1.435 -1.739  0.32
H -1.014 -1.035 -2.151  0.38

Record 6
The molecule C4H3FO. Source: the Open Molecules 2025 dataset; level of theory: ωB97M-V with the def2-TZVPD basis set.

max |F|: 4.90 eV Å⁻¹
energy above the lowest of the compared OMol25 structures with the same formula, charge and spin: 58.70 kcal per mole
electronic energy: -8957.7813 eV
orbital gap: 10.895 eV
highest occupied orbital energy: -10.35 eV

Each line ends with the Mulliken charge.
Atoms and positions in Å:
C -1.478 -0.760 0.974  0.12
C -0.427 -0.561 0.416  -0.74
C 0.963 -0.599 -0.316  0.34
F 1.626 -1.806 -0.043  -0.26
C 1.789 0.558 0.112  0.08
O 2.859 0.851 0.532  -0.41
H -2.444 -0.932 1.341  0.44
H 0.730 -0.629 -1.327  0.21
H 0.899 1.288 0.260  0.21